Here is a 2-piece molecular cluster, C3H4ClNS overall in a non-equilibrium geometry from OMol25. Energies are from the ωB97M-V functional and the def2-TZVPD basis.

Each line ends with the Löwdin charge.
Element x y z (Å)
C  2.45820  0.77493  0.68125  -0.054
C  1.45010  0.30433  -0.03057  -0.679
Cl  1.48619  0.10506  -1.73240  0.573
H  2.15803  0.72573  1.72380  0.064
H  3.42051  0.91297  0.33477  0.034
H  0.57964  -0.05248  0.41746  0.009
N  -3.19583  -1.39847  -0.11024  0.085
C  -2.72569  -0.38707  -0.61132  -0.835
S  -1.71187  0.60610  -1.29408  0.698
H  -3.91928  -1.59109  0.62134  0.105

Atoms 1-6, force components in eV/Å:
-2.63 -1.30 1.04
1.57 0.42 -0.67
0.21 -0.10 -0.52
0.87 0.44 0.21
1.70 0.75 -0.56
-1.46 -0.25 0.49

Properties
DFT total energy ... -28021.989 eV
SMILES string ... C=CCl.N=C=S
Charge ... 0
Largest force on an atom ... 3.107 eV/A
HOMO energy ... -0.3514 Eh
HOMO-LUMO gap ... 10.17 eV
ΔE to the lowest compared entry with this formula, charge and spin ... 1.114 eV

---

Here is C19H23N8O3PrS2 as an isolated structure in a non-equilibrium geometry from OMol25. Energies are from the ωB97M-V functional and the def2-TZVPD basis.

Each line ends with the Löwdin spin population.
Element x y z (Å)
Pr  -0.26701  0.50316  0.26117  2.032
C  0.43744  -3.13305  1.13465  0.000
C  1.45262  -0.87533  1.64158  -0.004
N  -0.45597  0.33603  2.40776  -0.018
N  -1.59935  -0.38490  2.12472  -0.007
C  -2.60040  0.14557  1.48464  0.001
N  -3.79526  -0.55466  1.43098  0.002
S  -2.67028  1.70695  0.62531  -0.008
C  2.46040  0.00761  1.41728  0.000
C  2.84212  1.06111  2.34126  0.000
C  3.90720  1.84115  2.10590  0.001
C  4.70972  1.66556  0.91704  0.001
C  4.36915  0.69996  0.05270  0.000
N  3.26615  -0.09909  0.26229  0.002
H  0.18591  -3.81326  0.31715  0.000
H  -0.47367  -2.81675  1.63760  0.000
H  1.06905  -3.65268  1.86438  0.000
H  -3.72378  -1.52744  1.69581  0.000
H  -4.35438  -0.36821  0.61768  0.000
H  2.21953  1.16954  3.21604  0.000
H  4.16785  2.62315  2.81144  0.000
H  5.57565  2.28182  0.72113  0.000
H  4.91086  0.48334  -0.85760  0.000
N  0.41016  0.85546  -2.28423  -0.002
C  1.88593  0.70265  -2.14662  0.000
C  2.21796  -0.76500  -1.85518  0.000
O  2.02742  -1.58314  -2.71388  0.000
N  3.01803  -1.09097  -0.70663  0.000
C  2.52280  -2.30688  -0.03234  0.000
C  1.15038  -1.93223  0.56633  0.000
O  0.59431  -0.69066  2.72708  0.008
O  0.41153  -1.32392  -0.47708  -0.012
H  0.09515  0.03382  -2.79224  0.000
H  0.20247  1.65428  -2.86234  0.000
H  2.24682  1.39687  -1.39872  0.000
H  2.40822  0.91024  -3.07587  0.000
H  3.22825  -2.61140  0.73710  0.000
H  2.41441  -3.07710  -0.78819  0.000
N  -1.15641  4.43464  0.81678  0.000
C  0.08829  4.46822  0.36453  0.000
S  1.08667  3.08442  0.36498  -0.001
N  0.57897  5.64947  -0.09205  0.000
C  0.04324  6.96645  0.03128  0.000
C  0.40904  7.90398  -0.93328  0.000
C  -0.03533  9.21351  -0.83958  0.000
C  -0.85299  9.60510  0.21480  0.000
C  -1.21012  8.67484  1.17544  0.000
C  -0.76467  7.36024  1.09590  0.000
H  -1.55494  3.52816  1.02015  0.000
H  -1.78382  5.20211  0.64979  0.000
H  1.48621  5.56425  -0.51618  0.000
H  1.04242  7.59485  -1.75790  0.000
H  0.25374  9.93129  -1.59833  0.000
H  -1.19722  10.63096  0.28982  0.000
H  -1.83132  8.97314  2.01211  0.000
H  -1.00646  6.66872  1.88990  0.000

Atoms 1-6, force components in eV/Å:
-0.74 1.91 -2.39
0.02 -0.25 0.05
-0.36 -0.01 0.04
0.04 -0.60 1.75
-0.32 -0.30 0.48
0.09 0.47 0.15

Properties
DFT total energy ... -73877.308 eV
Charge ... 0
<S²> ... 2.004
Largest force on an atom ... 3.150 eV/A
Spin multiplicity ... 3
HOMO energy (spin up / spin down) ... -0.2565 / -0.2568 Eh
HOMO-LUMO gap (spin up / spin down) ... 7.04 / 7.05 eV
ΔE to the lowest compared entry with this formula, charge and spin ... 0.000 eV

---

Here is a 2-piece molecular cluster, C3H9NS overall in a non-equilibrium geometry from OMol25. Energies are from the ωB97M-V functional and the def2-TZVPD basis.

Each line ends with the Löwdin charge.
Element x y z (Å)
C  -1.67461  1.93000  -0.41939  -0.054
C  -2.25977  0.95842  0.35162  -0.298
N  -1.58033  -0.18367  0.91820  0.000
H  -2.25709  2.96381  -0.32968  0.084
H  -0.75813  1.71841  -0.98076  0.018
H  -3.30189  0.79696  0.68896  0.096
H  -0.90481  -0.49544  0.16538  0.029
H  -2.23386  -0.69490  1.51925  0.077
C  2.06059  0.33289  -0.06348  -0.428
S  1.42574  -1.38555  -0.37014  0.621
H  1.34867  1.09427  -0.58532  0.040
H  2.94661  0.24885  -0.66637  -0.003
H  2.09256  0.37709  1.06483  0.044
H  2.56124  -1.88239  -0.59399  -0.224

Atoms 1-6, force components in eV/Å:
-2.99 0.53 1.55
1.09 -0.88 0.71
0.07 1.94 -2.50
1.51 -2.38 -1.19
-0.18 0.64 0.60
0.40 1.78 -0.15

Properties
DFT total energy ... -15579.665 eV
SMILES string ... C=CN.CS
Charge ... 0
Largest force on an atom ... 3.411 eV/A
HOMO energy ... -0.2990 Eh
HOMO-LUMO gap ... 9.01 eV
ΔE to the lowest compared entry with this formula, charge and spin ... 2.666 eV